(1)
The following is a DFT calculation (the ωB97M-V functional and the def2-TZVPD basis) of a cluster of 2 separate species, C23H25NO5S2 in total.

Positions of all 56 atoms, in Å:
H (3.124, 0.802, 2.303)
H (-1.368, -1.209, 0.964)
H (0.898, -0.216, 0.834)
C (-4.243, 1.916, 1.720)
H (-1.793, -1.797, 2.614)
C (-0.255, -0.378, -4.487)
H (0.654, 3.548, 0.533)
C (-3.436, 2.066, 0.590)
H (1.882, 2.640, -0.449)
H (1.740, 2.343, 1.318)
H (0.870, 2.713, -3.626)
H (-0.932, 1.395, -7.316)
H (4.508, -3.994, 2.524)
O (-1.967, 2.336, -2.071)
H (-4.546, 2.800, 2.281)
C (-0.715, -0.101, -5.771)
H (-3.272, -1.204, -0.364)
C (-1.141, -1.131, 2.037)
C (-0.186, 0.838, -0.822)
H (1.210, -2.062, 4.088)
H (-5.292, 0.537, 3.027)
C (-0.044, 2.204, -5.516)
H (5.206, 0.148, 3.531)
C (-4.669, 0.650, 2.134)
C (0.499, -2.471, 3.356)
H (-1.170, -0.904, -6.352)
H (-3.116, 3.049, 0.249)
H (2.457, -3.328, 1.276)
H (0.037, 3.221, -5.904)
H (-1.294, -0.085, 2.355)
O (2.193, 1.024, -1.946)
C (1.199, -0.961, 1.566)
C (3.433, -0.243, 2.376)
C (-3.048, 0.925, -0.116)
N (0.240, -1.527, 2.271)
C (-0.596, 1.187, -6.298)
C (-4.300, -0.475, 1.395)
C (3.047, -2.588, 1.818)
H (0.894, -3.426, 2.986)
O (0.153, 1.552, 0.242)
C (1.210, 2.617, 0.407)
O (-2.124, -0.176, -2.255)
O (1.021, -1.201, -2.035)
C (4.205, -2.946, 2.491)
C (0.293, 0.639, -3.702)
C (-3.536, -0.335, 0.240)
C (0.419, 1.929, -4.229)
C (2.579, -1.252, 1.872)
H (5.830, -2.253, 3.735)
H (-0.329, -1.384, -4.086)
C (4.594, -0.614, 3.048)
S (0.971, 0.246, -2.090)
H (-4.606, -1.471, 1.709)
H (-0.461, -2.649, 3.846)
C (4.952, -1.964, 3.157)
S (-1.877, 1.019, -1.462)

Forces on the atoms, in the same order (eV/Å):
0.133 -0.356 0.137
0.214 0.123 0.321
-0.218 0.086 -0.028
-0.138 0.005 -0.009
0.112 0.281 -0.279
-0.023 0.087 0.144
0.292 0.033 0.005
0.093 -0.347 0.080
-0.136 -0.004 0.092
-0.070 0.080 -0.064
-0.111 -0.132 -0.088
0.046 -0.027 0.328
0.006 0.346 -0.081
-0.994 -0.099 0.359
0.047 -0.215 -0.137
0.110 0.110 0.029
0.000 0.300 0.117
-0.598 0.219 -0.207
-1.434 -2.278 -2.979
-0.170 -0.029 -0.323
0.279 0.092 -0.347
0.097 -0.097 0.044
-0.129 -0.192 -0.217
0.147 0.097 -0.003
-0.051 -0.434 0.430
0.172 0.251 0.077
0.032 -0.242 0.100
0.121 0.114 0.242
0.004 -0.330 0.072
0.037 -0.433 -0.184
0.008 -0.335 0.279
-1.428 -0.093 0.555
-0.828 -0.449 -0.068
-0.053 0.121 0.363
1.478 0.631 -0.910
-0.023 -0.016 0.218
-0.160 0.098 -0.160
-0.367 0.590 0.295
-0.220 0.368 0.107
1.886 1.901 2.873
-1.509 -0.619 -0.914
-0.202 0.501 0.170
0.458 0.174 -0.114
0.228 0.230 0.039
0.316 -0.005 -0.765
0.226 0.073 0.150
-0.155 -0.194 0.166
1.702 -0.705 0.184
-0.201 0.117 -0.179
-0.001 0.225 0.023
0.200 -0.308 0.092
-1.758 0.455 0.901
-0.102 0.207 -0.080
0.314 -0.036 0.011
-0.198 0.103 -0.260
2.519 -0.041 -0.610

Results
* frontier orbital gap: 0.1835 hartree
* electronic energy: -57648.8811 eV

(2)
The following is a DFT calculation (the ωB97M-V functional and the def2-TZVPD basis) of a cluster of 2 separate species, C23H26B2Cl4F3O3 in total.

Positions of all 61 atoms, in Å:
H (-3.249, 4.291, 4.736)
H (-2.998, 4.859, 1.896)
F (7.338, 2.840, 4.116)
B (0.853, 3.818, 3.344)
H (-2.174, -0.091, -0.494)
O (-0.164, 3.085, 3.961)
H (-2.117, -0.550, 2.176)
C (2.339, 3.341, 3.369)
H (1.721, 0.688, 0.521)
C (-1.154, 4.143, 4.179)
C (-0.281, 0.600, -0.227)
C (-0.988, -1.585, 0.601)
C (0.391, 1.849, -0.852)
C (-1.037, 6.512, 2.929)
Cl (-1.261, -0.514, -4.570)
C (2.671, 2.040, 3.814)
H (1.703, 0.369, -1.352)
C (4.701, 3.916, 3.424)
H (-2.932, 3.044, 3.520)
H (-0.207, 6.897, 3.540)
Cl (-3.582, -1.416, -2.604)
H (-1.664, 5.058, 0.747)
C (-0.514, -3.548, 2.549)
H (0.842, -4.391, 1.103)
H (0.378, 5.210, 5.396)
H (-0.563, 4.015, 6.269)
Cl (-2.306, 1.421, -2.519)
H (0.495, -2.594, -0.584)
H (-1.318, 5.577, 5.866)
C (-0.066, -2.591, 0.360)
H (-1.990, 6.873, 3.334)
C (-0.646, 4.798, 5.488)
C (0.173, -3.577, 1.339)
H (0.239, 2.701, -0.199)
H (-0.924, 6.946, 1.922)
C (3.409, 4.150, 2.947)
O (-1.024, -0.993, -1.844)
B (-1.966, -0.459, -2.873)
H (4.215, 0.782, 4.658)
H (3.223, 4.993, 2.284)
C (1.225, 0.737, -0.440)
C (-1.006, 4.995, 2.820)
C (-1.545, -1.452, 1.896)
H (-2.488, 2.769, 5.209)
C (-1.326, -2.451, 2.855)
C (3.973, 1.761, 4.238)
Cl (-0.291, -4.776, 3.673)
H (5.489, 4.626, 3.242)
H (0.553, 2.012, -1.909)
H (-1.837, -2.401, 3.805)
C (4.946, 2.748, 4.165)
O (0.368, 4.706, 2.385)
C (-1.148, -0.491, -0.556)
H (-1.929, 3.478, 1.501)
H (1.904, 1.269, 3.861)
C (6.251, 2.669, 4.930)
C (-2.525, 3.527, 4.416)
C (-1.957, 4.563, 1.688)
H (-0.582, 0.932, 0.777)
F (6.334, 3.647, 5.891)
F (6.408, 1.482, 5.576)

Forces on the atoms, in the same order (eV/Å):
0.246 -0.095 -0.130
0.348 -0.123 0.051
-0.661 -0.108 0.633
-0.492 -1.893 -2.781
-0.013 -0.258 0.522
0.387 1.323 0.270
0.113 -0.644 -0.318
0.482 -0.737 -0.417
0.835 0.241 -0.309
0.275 -0.265 0.005
2.615 2.666 0.329
0.407 1.258 -0.843
-1.331 0.439 0.108
-0.138 0.370 0.232
-0.041 -0.453 0.078
0.146 0.724 0.362
-0.103 -0.839 0.787
-0.621 -0.689 -0.031
0.209 0.099 0.179
-0.320 -0.191 -0.052
0.078 0.205 -0.434
0.030 -0.167 0.452
-0.039 1.816 -1.397
0.115 -0.090 0.165
-0.477 -0.007 -0.177
-0.206 0.308 -0.556
-0.414 -0.285 -0.345
-0.466 -0.116 0.367
0.129 -0.009 -0.145
0.081 -0.648 0.611
0.122 -0.054 0.030
-0.029 0.162 0.096
-0.432 0.388 -0.627
0.237 0.272 -0.362
-0.024 -0.243 0.366
0.184 0.171 0.634
0.228 0.109 -1.407
0.605 0.008 1.754
-0.095 0.374 -0.082
-0.084 0.127 0.443
0.292 -1.290 1.348
0.101 0.112 -0.414
0.248 -0.245 -0.509
0.214 0.229 -0.159
-0.145 0.179 -0.692
-0.140 -0.418 0.059
0.195 -1.257 1.173
0.156 0.076 -0.050
-0.942 0.312 -0.027
0.111 0.013 0.151
0.276 0.769 -0.002
-0.015 -0.077 1.989
-2.761 -1.531 0.038
0.024 0.338 0.144
0.085 0.251 0.302
0.279 -0.236 0.023
-0.367 -0.018 -0.147
0.035 -0.230 -0.020
0.538 -0.160 -0.062
-0.059 -0.696 -0.764
-0.010 0.731 -0.442

Results
* total charge: -1
* frontier orbital gap: 0.2839 hartree
* electronic energy: -90018.3962 eV

(3)
The following is a DFT calculation (the ωB97M-V functional and the def2-TZVPD basis) of a structure of composition C23H26BN5STeV.

Positions of all 58 atoms, in Å:
C (-1.507, 3.077, 1.312)
C (2.714, -1.848, -4.798)
H (-3.294, -2.787, 1.499)
H (-1.582, -2.068, 3.161)
C (2.355, 2.688, 2.962)
N (-2.833, 2.290, -2.968)
H (2.515, 1.181, 1.424)
H (2.845, -2.858, -6.677)
C (1.284, -0.517, 4.083)
C (1.964, -1.652, -3.643)
S (-0.474, 1.421, -2.101)
C (-0.525, -1.840, 3.208)
N (-1.534, 2.387, 0.222)
H (-0.788, -0.170, 4.531)
C (-0.061, -2.124, -2.223)
H (0.039, -3.508, 1.983)
H (-2.499, 2.003, -3.873)
H (-0.422, -3.054, -1.787)
H (2.465, -3.030, 2.143)
H (3.502, -0.786, -2.352)
C (-0.078, -0.770, 3.975)
C (1.482, 3.562, 3.579)
C (0.300, -3.183, -4.473)
H (-3.610, -2.658, -0.497)
H (1.636, 0.275, 4.731)
C (2.199, -1.320, 3.411)
V (-0.177, 0.855, 0.038)
H (-4.534, -1.377, 0.739)
H (1.811, 4.175, 4.407)
H (-3.738, 2.732, -2.904)
C (-0.231, 2.900, 2.050)
H (-0.513, 4.376, 3.573)
H (0.691, -4.039, -6.393)
H (3.383, 2.593, 3.280)
H (3.261, -1.146, 3.526)
C (1.881, 1.908, 1.917)
H (-3.183, 3.622, 2.479)
C (2.254, -2.701, -5.786)
H (-3.154, 4.332, 0.862)
Te (1.331, -1.274, -0.848)
N (-2.493, 2.593, -0.718)
C (1.045, -3.366, -5.625)
C (0.170, 3.676, 3.116)
N (0.627, 2.007, 1.480)
C (-2.537, 4.063, 1.715)
H (-0.896, -1.435, -2.350)
C (0.389, -2.650, 2.544)
C (2.443, -0.688, -2.581)
C (-2.422, -1.128, 0.426)
C (0.757, -2.325, -3.477)
H (3.660, -1.337, -4.922)
C (-2.086, 2.178, -1.876)
C (1.751, -2.385, 2.640)
H (-0.633, -3.716, -4.342)
H (-2.078, 4.954, 2.139)
H (2.220, 0.352, -2.822)
B (-3.575, -2.085, 0.565)
N (-1.517, -0.376, 0.317)

Forces on the atoms, in the same order (eV/Å):
0.193 0.124 0.048
0.001 0.026 0.017
-0.017 -0.092 0.080
-0.018 -0.004 -0.004
-0.045 -0.012 -0.024
0.016 0.032 0.066
-0.004 0.017 0.047
0.007 0.003 -0.014
0.005 0.021 0.016
0.005 0.037 -0.020
0.185 -0.077 0.293
0.013 0.022 -0.003
0.472 0.123 -0.147
-0.008 0.006 0.007
-0.001 -0.004 0.001
0.002 -0.001 -0.002
-0.002 -0.009 0.023
-0.004 -0.002 -0.034
-0.004 -0.011 0.029
-0.030 -0.017 -0.026
-0.009 -0.011 -0.010
0.073 -0.032 -0.008
0.015 0.004 0.015
-0.026 -0.065 -0.089
-0.003 0.012 0.002
0.012 0.002 -0.022
-1.422 -0.131 -0.586
-0.095 0.036 0.019
0.021 0.003 0.010
-0.007 -0.004 -0.006
0.150 0.128 0.054
-0.023 0.006 0.006
-0.005 -0.013 -0.008
0.014 -0.007 0.006
0.020 0.001 0.005
0.136 -0.063 0.191
-0.007 -0.001 0.022
-0.014 -0.016 -0.009
0.001 -0.013 0.012
0.377 0.131 0.031
-0.023 -0.015 0.008
0.003 0.012 0.009
-0.175 -0.193 -0.153
0.064 0.110 0.100
-0.049 -0.124 -0.022
0.023 -0.002 0.012
-0.004 0.030 -0.025
-0.041 0.021 -0.016
-0.098 -0.029 0.055
-0.036 -0.030 0.001
0.016 0.010 0.000
-0.127 0.013 -0.156
-0.014 -0.014 -0.003
-0.017 -0.013 0.004
0.000 0.028 -0.012
0.031 -0.036 0.015
0.179 0.095 -0.034
0.295 -0.010 0.229

Results
* total charge: +2
* multiplicity: 2
* frontier orbital gap (spin up / spin down): 0.1865 / 0.2142 hartree
* electronic energy: -76200.0500 eV

(4)
The following is a DFT calculation (the ωB97M-V functional and the def2-TZVPD basis) of a structure of composition C23H26BrF5N2O2SSiW.

Positions of all 62 atoms, in Å:
S (0.102, -0.684, -3.310)
H (-2.454, 1.938, -2.336)
H (-2.230, -0.959, -3.787)
H (-3.811, 3.920, -0.146)
C (1.602, -3.159, -2.119)
H (-1.589, -2.099, 5.164)
F (2.023, -4.366, -4.082)
H (1.761, -2.793, 5.388)
H (2.032, -1.091, 3.078)
F (0.348, -3.627, -2.075)
H (-4.097, 1.608, -1.790)
H (-2.885, -1.675, 3.079)
F (5.348, -1.554, -2.317)
H (-2.782, 4.093, 1.257)
C (2.648, 2.097, 0.742)
C (0.201, 2.006, 0.674)
C (-3.044, 1.364, -1.619)
H (-3.288, 1.218, 2.414)
H (-3.704, -0.072, 1.261)
H (1.716, -1.096, 5.855)
H (-2.918, 0.301, -1.808)
C (-0.057, 0.828, -4.237)
H (0.123, 0.581, -5.284)
C (4.134, -2.072, -2.259)
W (-0.362, -0.800, 0.106)
H (3.607, 1.645, 0.531)
C (0.166, 3.310, 1.264)
Br (-2.238, -2.189, -0.481)
C (-2.807, 3.709, 0.237)
C (-1.080, -1.767, 4.268)
Si (-2.617, 1.864, 0.123)
C (0.316, -1.628, 4.314)
C (3.717, -2.981, -3.220)
C (1.992, -2.232, -1.159)
C (1.098, -1.943, 5.556)
C (-1.816, -1.525, 3.117)
H (-1.134, -1.771, -4.956)
C (1.329, 3.965, 1.571)
H (1.284, 4.944, 2.028)
C (-1.089, -1.096, 2.025)
O (1.168, -1.904, -0.128)
C (0.960, -1.212, 3.157)
C (2.575, 3.379, 1.311)
C (1.494, 1.435, 0.436)
H (-1.399, -2.500, -3.355)
H (-2.112, 4.274, -0.386)
O (-0.248, -0.189, -1.869)
C (2.446, -3.530, -3.148)
H (3.484, 3.914, 1.552)
F (4.528, -3.315, -4.205)
F (3.677, -0.846, -0.299)
C (3.275, -1.710, -1.241)
H (0.713, 1.512, -3.887)
H (-0.782, 3.758, 1.503)
H (-4.667, 1.398, 1.331)
H (0.436, -2.191, 6.382)
C (-1.331, -1.562, -3.902)
N (0.206, -0.931, 2.094)
C (-3.648, 1.007, 1.404)
H (-1.052, 1.246, -4.100)
H (1.603, 0.475, -0.069)
N (-0.874, 1.282, 0.348)

Forces on the atoms, in the same order (eV/Å):
-0.086 0.163 -0.019
-0.004 -0.022 0.024
0.019 0.025 0.021
0.010 -0.034 0.002
-0.048 0.184 0.153
-0.023 -0.006 -0.022
0.008 -0.030 0.001
-0.005 0.002 -0.008
-0.003 -0.016 0.000
0.040 -0.097 -0.044
0.023 0.008 0.019
0.017 -0.012 0.015
0.000 0.006 0.009
0.001 0.029 -0.021
0.016 0.067 0.051
-0.056 -0.065 -0.040
-0.037 0.032 0.015
-0.022 -0.027 -0.024
0.020 -0.009 0.000
-0.002 0.001 -0.006
0.001 -0.031 -0.031
0.014 -0.047 -0.061
-0.004 0.018 0.009
0.113 -0.002 -0.095
-0.448 0.088 -0.306
0.023 0.002 0.000
0.009 -0.015 0.008
-0.136 -0.116 -0.037
-0.034 -0.006 0.037
0.001 -0.007 0.064
-0.074 0.036 -0.081
-0.012 -0.009 0.025
0.091 -0.022 -0.044
-0.149 -0.275 -0.167
0.003 0.004 -0.013
-0.164 0.002 0.002
-0.012 0.003 -0.005
0.058 0.012 0.005
0.009 -0.009 -0.001
0.207 0.042 0.201
0.330 0.121 0.104
0.048 0.175 0.006
-0.050 -0.019 0.008
0.141 0.074 0.029
-0.005 0.057 -0.033
0.034 -0.018 0.034
0.010 0.004 -0.044
-0.068 -0.015 -0.005
-0.001 -0.003 -0.002
-0.014 -0.010 0.004
0.012 0.047 -0.061
-0.149 0.086 0.290
0.007 -0.016 0.010
-0.031 0.011 0.004
0.022 -0.003 0.008
0.004 0.004 -0.001
0.033 -0.051 -0.008
0.035 -0.233 0.042
0.027 0.044 0.004
0.007 -0.030 0.011
0.049 0.030 -0.048
0.199 -0.125 0.013

Results
* total charge: +2
* multiplicity: 3
* frontier orbital gap (spin up / spin down): 0.2470 / 0.2204 hartree
* electronic energy: -135502.2527 eV

Look up the electronic energy of the fourth one. -135502.2527 eV

Look up the electronic energy of the first one. -57648.8811 eV

electronic energy of number 3 (C23H26BN5STeV)? -76200.0500 eV